{"formula": "C63H98N12O6", "method": "the ωB97M-V functional and the def2-TZVPD basis", "gap_ev": 6.4, "charge": 10, "lumo_energy_ev": -16.371, "max_force_ev_per_a": 3.2, "energy_ev": -96963.565, "elements": ["C", "N", "C", "C", "C", "C", "C", "C", "C", "C", "N", "C", "C", "C", "H", "H", "H", "H", "H", "H", "H", "H", "H", "H", "H", "H", "H", "H", "C", "N", "C", "C", "C", "C", "C", "C", "C", "C", "N", "C", "C", "C", "H", "H", "H", "H", "H", "H", "H", "H", "H", "H", "H", "H", "H", "H", "C", "N", "C", "C", "C", "C", "C", "C", "C", "C", "N", "C", "C", "C", "H", "H", "H", "H", "H", "H", "H", "H", "H", "H", "H", "H", "H", "H", "C", "N", "C", "C", "C", "C", "C", "C", "C", "C", "N", "C", "C", "C", "H", "H", "H", "H", "H", "H", "H", "H", "H", "H", "H", "H", "H", "H", "C", "N", "C", "C", "C", "C", "O", "H", "H", "H", "H", "H", "H", "H", "H", "H", "H", "H", "H", "H", "H", "C", "N", "C", "C", "C", "C", "O", "H", "H", "H", "H", "H", "H", "H", "H", "H", "H", "H", "H", "H", "H", "C", "N", "C", "C", "C", "C", "O", "H", "H", "H", "H", "H", "H", "H", "H", "H", "H", "H", "H", "H", "H", "N", "O", "O", "O"], "positions_angstrom": [[4.5904, -10.9071, 4.0941], [3.7772, -10.1821, 3.0800], [2.4892, -9.8796, 3.3206], [1.7139, -9.3608, 2.3261], [2.2190, -9.1806, 1.0695], [3.5617, -9.5388, 0.8189], [4.2997, -10.0821, 1.8665], [1.3244, -8.7485, -0.0245], [0.4854, -7.6202, 0.0678], [-0.4275, -7.3280, -0.9355], [-0.4474, -8.1545, -2.0230], [0.3524, -9.1963, -2.1847], [1.1642, -9.5936, -1.1389], [-1.5383, -7.8638, -3.1036], [5.6432, -10.6854, 3.9918], [4.4158, -11.9681, 3.8343], [4.2626, -10.7062, 5.0879], [2.1306, -10.0760, 4.3293], [0.7060, -9.1839, 2.6188], [4.0719, -9.2806, -0.0930], [5.3511, -10.3709, 1.7828], [0.6705, -6.8440, 0.7840], [-1.0452, -6.4408, -0.9227], [0.1971, -9.8419, -3.0890], [1.6529, -10.5432, -1.2754], [-1.5968, -6.7820, -3.1378], [-2.3784, -8.4411, -2.7300], [-1.1890, -8.2500, -4.0809], [-1.9273, 11.2160, 7.5893], [-2.3007, 10.1456, 6.5723], [-3.6603, 9.9971, 6.3954], [-4.0440, 9.0525, 5.4654], [-3.0989, 8.2378, 4.8538], [-1.7451, 8.3450, 5.2107], [-1.3885, 9.2602, 6.1776], [-3.5635, 7.1035, 3.9356], [-4.4671, 7.3501, 2.9515], [-4.9173, 6.3479, 2.1358], [-4.4820, 5.1130, 2.2994], [-3.4817, 4.8320, 3.1833], [-3.0741, 5.7965, 4.0715], [-4.9162, 4.0528, 1.3681], [-2.0684, 12.1922, 7.1028], [-0.8600, 11.0440, 7.8599], [-2.6567, 11.0939, 8.4270], [-4.2524, 10.6015, 7.0334], [-5.1097, 8.8672, 5.3523], [-0.9521, 7.7698, 4.7407], [-0.4147, 9.4914, 6.5517], [-4.9616, 8.3062, 2.8193], [-5.7093, 6.5809, 1.4676], [-3.0595, 3.8304, 3.0586], [-2.2973, 5.5055, 4.8401], [-4.0619, 3.4253, 1.2135], [-5.2703, 4.5712, 0.4542], [-5.7515, 3.4512, 1.7813], [0.4579, 5.1222, -3.1757], [1.8674, 4.7378, -3.2675], [2.2677, 3.4607, -3.1557], [3.6226, 3.1738, -3.3770], [4.5004, 4.1861, -3.7128], [4.0552, 5.5015, -3.8996], [2.7323, 5.7190, -3.6132], [5.9992, 3.9209, -3.9554], [6.7951, 3.3065, -2.9827], [8.0776, 3.0107, -3.3195], [8.6163, 3.3372, -4.5286], [7.8969, 3.9392, -5.4791], [6.5655, 4.2714, -5.2005], [10.0153, 2.8359, -4.8356], [0.3423, 6.2003, -3.4404], [0.1125, 4.9776, -2.1802], [-0.1560, 4.4550, -3.7934], [1.5564, 2.7054, -2.8396], [4.0270, 2.1871, -3.2677], [4.7522, 6.2922, -4.2043], [2.2586, 6.6775, -3.8155], [6.3864, 3.0583, -2.0148], [8.7289, 2.4258, -2.6606], [8.4426, 4.1490, -6.4158], [6.0424, 4.7900, -5.9384], [9.7615, 1.8331, -5.1842], [10.6004, 2.7973, -3.9448], [10.5303, 3.3881, -5.6445], [2.2793, 0.1436, 2.8620], [3.5828, 0.3639, 3.5011], [3.5820, 0.7902, 4.7632], [4.7629, 0.8911, 5.4922], [5.9498, 0.4769, 4.9267], [5.9411, -0.0474, 3.6203], [4.7222, -0.0593, 2.9429], [7.2841, 0.6358, 5.6373], [7.5933, 1.8474, 6.2787], [8.8219, 1.9911, 6.8872], [9.6950, 0.9458, 6.9073], [9.4349, -0.2284, 6.3321], [8.2039, -0.4303, 5.6814], [11.0516, 1.1517, 7.5465], [1.6971, 1.0818, 2.9810], [1.7491, -0.6664, 3.3759], [2.4025, -0.0364, 1.8068], [2.6185, 0.9755, 5.2003], [4.7220, 1.1787, 6.5438], [6.8597, -0.3855, 3.1537], [4.5942, -0.4571, 1.9336], [6.8348, 2.6144, 6.2868], [9.1470, 2.8634, 7.4950], [10.1697, -0.9748, 6.4935], [7.9352, -1.3808, 5.2192], [10.8339, 1.5690, 8.5366], [11.7180, 1.7466, 6.9476], [11.4927, 0.1633, 7.7307], [-5.1562, -4.1363, 5.1875], [-5.5039, -3.2856, 6.3889], [-6.1324, -1.9823, 5.9551], [-6.5265, -3.9457, 7.2966], [-4.3052, -2.9079, 7.2199], [-3.0874, -2.4206, 6.4987], [-3.1883, -1.0284, 6.1038], [-4.5312, -3.5381, 4.5107], [-6.0370, -4.3735, 4.5868], [-4.6692, -5.0730, 5.4243], [-6.4149, -1.3213, 6.7380], [-7.0640, -2.2274, 5.4589], [-5.3866, -1.5176, 5.3291], [-6.8035, -3.3032, 8.1353], [-6.1803, -4.9485, 7.6299], [-7.3862, -3.9689, 6.6616], [-4.1205, -3.9290, 7.6565], [-4.7455, -2.2563, 8.0054], [-2.8815, -2.9916, 5.5649], [-2.2243, -2.6525, 7.1462], [-2.7577, -0.4209, 6.7372], [0.8313, -0.3144, -8.0616], [-0.3332, -0.3060, -8.9613], [0.1747, -0.5152, -10.3490], [-1.1808, -1.4416, -8.5117], [-1.1375, 0.9217, -8.8564], [-0.3303, 2.2652, -8.9341], [0.1643, 2.5304, -7.6162], [1.3440, -1.2757, -8.0229], [0.5017, -0.0292, -7.0586], [1.5475, 0.4109, -8.3901], [0.5400, -1.5304, -10.3970], [0.9281, 0.2427, -10.5172], [-0.5807, -0.3912, -11.0686], [-2.0246, -1.5139, -9.2005], [-1.5310, -1.2522, -7.5071], [-0.6277, -2.3585, -8.5124], [-1.6777, 0.8230, -7.9299], [-1.7821, 0.8830, -9.7569], [-1.0456, 2.9918, -9.3466], [0.5137, 2.2004, -9.6130], [0.4986, 3.4123, -7.7751], [-9.2231, 0.3525, -6.1668], [-8.7562, -1.0120, -5.7765], [-8.6133, -0.9915, -4.2672], [-9.8157, -1.9257, -6.1153], [-7.5452, -1.4638, -6.4173], [-6.7740, -2.6620, -5.8193], [-7.7054, -3.6842, -5.5916], [-10.0543, 0.5247, -5.5159], [-9.5248, 0.3444, -7.2131], [-8.3926, 1.0497, -5.9736], [-7.7704, -0.4304, -4.0166], [-8.4710, -2.0405, -4.0529], [-9.5638, -0.6818, -3.8485], [-9.5329, -2.9414, -5.8494], [-10.0479, -1.8282, -7.1638], [-10.7367, -1.6825, -5.5574], [-6.7862, -0.6525, -6.4639], [-7.9106, -1.7748, -7.3942], [-6.1948, -2.4388, -4.9341], [-6.0879, -2.8184, -6.6635], [-7.3965, -4.5281, -5.9303], [0.7236, 0.4995, -0.8877], [0.5057, 1.0633, 0.2717], [0.7105, -0.7570, -1.0042], [0.7742, 1.2010, -1.9800]], "forces_ev_per_a": [[-0.26, -1.21, -0.78], [-0.18, -0.70, 0.71], [0.91, -0.15, 0.68], [-0.35, -0.26, 1.01], [1.13, -0.16, -1.10], [-0.33, 0.29, 0.95], [0.46, 0.91, -1.06], [-0.99, -0.54, -0.72], [0.37, 0.32, -0.95], [1.43, -1.39, -0.22], [-1.74, 1.76, -1.16], [-0.62, -1.42, -0.02], [0.41, 0.70, -0.01], [1.89, -0.81, 0.68], [0.10, 0.23, -0.14], [0.31, 0.36, 0.52], [-0.36, 0.24, 0.59], [0.05, 0.07, -0.25], [-0.74, 0.28, -0.28], [-0.10, -0.36, -0.35], [-0.42, 0.06, -0.18], [-0.17, -0.08, 0.67], [-0.13, -0.23, -0.16], [0.26, 0.87, 0.90], [0.43, -0.07, 0.29], [-0.59, -0.08, -0.01], [-0.45, 0.48, -0.33], [-0.17, 0.16, 0.68], [0.00, -0.47, -0.13], [-1.65, 0.46, 2.40], [2.74, -0.90, -1.40], [-0.96, -0.01, 0.69], [0.49, -1.17, -0.21], [-0.21, -0.35, -0.16], [-0.70, 1.25, -1.17], [1.16, 0.77, 1.45], [-1.11, 0.90, -0.41], [-0.38, 0.38, 0.97], [1.00, -0.76, -0.42], [-0.65, 0.03, -0.31], [1.49, -0.60, 0.67], [-1.21, 0.41, -0.20], [0.16, -0.32, 0.24], [-1.02, 0.35, 0.09], [1.01, 0.25, -0.44], [-0.82, 0.53, 0.05], [0.16, 0.10, -0.20], [-0.31, -0.18, 0.16], [0.64, -0.39, -0.11], [0.39, 0.15, 0.04], [-0.45, -0.33, -0.79], [-0.21, 0.41, 0.55], [-1.06, 0.57, -0.99], [0.27, -0.36, -0.48], [0.37, -0.67, 0.42], [0.51, 0.51, -0.04], [-0.72, 0.36, -0.45], [0.68, 0.19, -0.60], [1.11, 0.11, 0.01], [-0.49, 0.45, 0.35], [1.80, 0.59, -0.60], [0.07, -0.60, 0.56], [-0.34, 0.83, -0.96], [-0.88, 0.25, -0.77], [-0.82, 0.30, -0.70], [1.41, -0.48, -0.20], [0.45, -0.15, 0.56], [-0.12, 0.42, 0.31], [1.14, -0.97, 1.48], [-1.15, -0.46, -1.07], [0.03, -1.09, 0.04], [-0.13, -0.05, 0.96], [0.31, 0.40, -0.15], [-0.17, -0.10, 0.05], [-0.31, -0.48, 0.07], [-0.60, -0.21, 0.18], [0.29, -0.08, 0.34], [0.14, -0.11, 0.03], [-0.15, 0.49, -0.24], [-0.63, 0.00, 0.51], [-0.99, 0.61, -1.05], [0.76, -0.12, -0.07], [0.31, 0.13, 0.56], [-0.59, -0.01, 0.59], [-0.88, 1.01, 0.12], [0.25, -0.56, 0.63], [0.83, 0.14, 0.92], [-0.95, -0.12, 0.37], [1.60, -0.05, -0.51], [-1.01, 0.55, 0.23], [0.81, -0.60, -0.70], [0.08, -0.59, 0.16], [-0.11, -0.64, -0.28], [0.40, -0.10, 0.89], [0.62, 0.85, -0.33], [-1.77, 0.37, -0.28], [-0.01, 0.74, 0.03], [-0.82, -0.98, 1.24], [0.30, -0.67, -0.23], [0.27, 0.09, -0.27], [-0.09, -0.17, -0.26], [-0.17, 0.27, 0.09], [-0.06, 0.13, -0.36], [-0.24, 0.01, -0.10], [0.29, 0.18, 0.31], [0.28, 0.38, 0.14], [-0.38, -0.55, -0.79], [0.50, -0.70, -0.22], [0.39, 0.16, 0.28], [0.37, 0.23, -0.32], [-0.07, 0.38, -0.32], [-0.12, 0.31, -0.23], [-0.36, 0.82, -0.62], [-0.64, 1.11, 0.40], [0.01, -1.04, -1.44], [0.45, -0.52, -0.32], [-0.82, -2.44, 0.99], [0.70, 0.69, -0.47], [0.46, -0.33, 0.41], [-0.06, -0.19, 0.41], [-0.27, 0.11, 0.53], [0.14, 0.02, 0.58], [0.25, 0.15, 1.17], [0.05, 0.04, -0.55], [-0.21, 0.37, -0.36], [0.54, -0.02, -0.02], [-0.30, 0.75, -0.29], [-0.76, -0.72, -0.13], [0.59, 1.18, 0.16], [0.87, -0.25, -0.44], [-0.31, 0.36, 0.67], [-0.27, 0.50, -0.11], [-0.35, -0.78, -0.23], [0.57, 0.41, 1.11], [0.70, -1.29, 0.26], [0.64, -0.13, 0.68], [-0.93, 0.08, -0.74], [0.45, 1.48, -1.55], [-1.07, -1.98, 0.41], [-0.44, 0.53, -0.93], [-0.41, -0.10, -0.27], [0.04, -0.12, -0.15], [0.29, 0.47, -0.18], [0.46, -0.07, -0.17], [0.32, -0.21, -0.19], [-1.24, 0.12, -0.77], [0.00, -0.11, 0.15], [-0.06, 0.17, 0.18], [0.41, -0.40, -0.21], [-0.37, 0.49, 0.21], [-0.11, 0.08, 0.80], [0.31, 0.16, 0.50], [0.02, -0.11, -0.38], [0.46, 0.56, 0.80], [1.21, 0.07, -0.41], [-0.53, 1.33, 2.26], [-1.18, -1.86, -1.35], [-2.39, -1.35, 0.35], [1.98, 0.13, -0.60], [-0.99, 0.69, -1.25], [0.63, -0.62, 0.16], [-0.54, 0.54, 0.05], [0.08, 0.16, 0.07], [-0.51, -0.09, -0.17], [1.11, 1.11, 0.58], [0.16, -0.17, 0.66], [0.18, 0.32, 0.16], [-0.14, 0.24, -0.28], [0.02, -0.15, -0.37], [0.44, 0.11, -0.20], [-0.78, -0.15, -0.27], [0.63, 0.22, -0.35], [0.07, 0.22, 0.36], [0.12, -0.63, 0.38], [0.03, -0.18, 0.01], [-1.82, -0.27, -0.28], [1.12, -0.99, -2.59], [0.56, 2.07, 0.69], [0.32, -0.70, 2.32]]}